No. 1
ORCA calculation (wB97M-V/def2-TZVPD) on a 3-piece molecular cluster, C4H14O3 overall at a distorted geometry.

The geometry in XYZ format:
```
21
Properties=species:S:1:pos:R:3:forces:R:3
O -1.5376 1.5014 -0.5874 0.42 0.33 -0.87
O 2.3809 0.0562 -2.0085 0.34 -0.73 0.47
O -2.4886 -1.0305 -1.9424 0.07 -0.24 -0.31
C 0.6873 0.5067 1.4139 2.34 -2.30 -0.44
C -0.3138 -0.2733 0.5350 -0.64 1.11 -0.71
C -1.6068 0.5483 0.4732 -0.68 -0.59 -1.39
C 1.9273 -0.4744 1.5126 -1.38 -1.09 -0.94
H 2.7812 -0.1690 2.0976 0.02 -0.03 0.34
H -1.8316 1.1810 1.3084 0.25 -0.08 0.96
H -2.9555 -1.7612 -1.5316 -0.04 -0.13 -0.02
H 2.2422 -0.7057 0.4873 0.40 0.89 -0.10
H -0.4230 -1.3286 0.7814 -0.36 0.12 1.03
H 2.2371 0.9211 -1.6312 -0.17 0.38 -0.25
H -0.9412 1.1878 -1.2930 -0.43 0.01 0.57
H 1.2136 1.3063 0.8798 -1.16 0.66 0.25
H 1.5688 -1.5101 1.6748 0.25 0.45 1.24
H -2.5280 -0.0387 0.2841 0.52 -0.18 0.53
H 0.2726 0.7834 2.4102 0.31 -0.05 -0.90
H -0.0064 -0.4561 -0.5358 0.20 0.79 0.88
H -2.7349 -0.2637 -1.4231 -0.07 0.30 -0.11
H 2.0565 0.0191 -2.9055 -0.19 0.37 -0.23
```
Positions in Å, forces in eV/Å.

* frontier orbital gap: 0.399 Ha
* highest occupied orbital energy: -10.24 eV
* LUMO energy: 0.6 eV
* energy above the lowest of the compared OMol25 structures with the same formula, charge and spin: 35.9 kcal/mol
* SMILES: CCCCO.O.O
* maximum force: 0.0644 Eh/bohr
* total energy: -386.46963 Eh

Want to see where the charge sits? The Löwdin charges in e are:
1 O -0.096
2 O -0.045
3 O -0.050
4 C -0.217
5 C -0.202
6 C -0.275
7 C -0.120
8 H 0.060
9 H 0.108
10 H 0.043
11 H 0.049
12 H 0.109
13 H 0.028
14 H 0.085
15 H 0.100
16 H 0.068
17 H 0.095
18 H 0.117
19 H 0.115
20 H -0.005
21 H 0.035


No. 2
ORCA calculation (wB97M-V/def2-TZVPD) on a 13-piece molecular cluster, C7H39NO12 overall at a distorted geometry.

The geometry in XYZ format:
```
59
Properties=species:S:1:pos:R:3:forces:R:3
O -0.2841 1.9779 -3.4960 -0.10 0.34 0.23
O 1.9733 -3.3803 1.9827 0.09 -0.29 -0.63
O -1.9166 -2.0212 3.0597 -0.79 0.21 0.50
O -1.0974 -1.2514 -3.6424 2.79 -0.01 0.78
O 1.0329 4.2096 -2.7109 -0.29 0.24 -0.10
O 1.9061 2.9183 -0.5575 -0.03 0.15 0.30
O 0.5185 -3.0777 -2.4286 0.79 0.21 0.82
O 0.4572 -3.6871 -0.0181 0.78 -0.22 1.27
O -3.0425 -1.9022 -1.6111 -0.25 0.11 -1.58
O 0.6823 -1.6684 3.5493 -1.13 -1.60 -0.76
O 2.6369 0.1589 3.6989 -1.33 0.05 0.33
O 1.4915 2.5770 2.0775 2.27 -0.07 0.87
N 1.1870 -0.4638 -1.4699 -1.46 0.26 0.59
C 2.5942 -0.3369 0.5712 0.90 1.55 0.76
C -2.6314 2.3649 -1.2182 -0.77 0.19 1.97
C -2.3146 0.8040 0.8087 -0.99 0.37 0.91
C 1.2388 -0.3303 -0.0116 -0.90 0.56 -1.82
C -1.2558 -0.1618 0.2704 -1.85 -0.39 -2.09
C 0.1362 -0.0499 0.6858 0.35 0.89 2.66
C -2.1791 2.2250 0.2588 -0.83 0.77 -0.31
H 0.1209 -3.8841 -2.7458 -0.07 -0.54 0.06
H -0.2594 -1.6440 3.2389 0.97 0.43 0.53
H 1.6921 3.6303 -1.1837 0.24 -0.10 -0.17
H 0.3574 4.7067 -2.2409 -0.10 0.28 -0.08
H 1.4835 2.1596 -0.9685 0.00 -0.44 0.22
H -1.1334 2.4712 0.3871 0.51 0.29 -0.29
H -0.5822 -0.4209 -3.4257 -1.21 -1.28 -0.36
H 0.4654 -0.9907 -1.9877 0.57 0.34 1.47
H -0.2377 -3.6644 0.6518 -0.29 0.07 -0.47
H 2.4661 1.0618 3.3841 0.79 -0.19 -0.06
H -0.3686 1.3342 -4.1979 0.13 -0.12 -0.35
H 2.7515 -3.8019 2.3485 -0.19 0.32 0.48
H 0.1916 0.3179 1.7655 0.66 -0.96 -1.44
H -2.0925 -2.0493 -1.5768 0.15 0.00 0.22
H -2.1502 -1.8722 3.9923 0.17 -0.25 -0.31
H 0.7337 -3.2329 -1.4139 -1.15 0.19 -1.85
H 1.3846 2.9271 1.1849 -0.64 -0.22 -0.33
H 0.3947 1.6713 -2.8849 0.05 -0.65 0.03
H -1.6516 -1.1992 0.4904 0.49 0.87 -0.65
H -2.6833 -1.6635 2.5892 0.27 -0.04 -0.20
H 2.0347 -0.5651 -1.9629 1.21 -0.33 0.05
H -2.1106 1.7281 -1.8708 0.38 -0.88 -0.93
H 3.5473 -0.0431 3.8641 0.69 0.52 -0.04
H 2.7188 0.4516 1.3479 -0.51 -0.57 -0.59
H 3.3680 -0.0637 -0.1495 -0.03 -0.43 -0.24
H -1.2977 0.0707 -0.8308 -0.05 -1.04 0.61
H -3.7202 2.2763 -1.2893 0.13 -0.61 -0.01
H 1.2553 -3.6001 0.5905 -0.54 -0.13 -0.44
H 0.7619 2.3681 2.6259 -1.51 0.22 -0.19
H 1.5012 -2.7324 2.5543 0.62 0.06 0.63
H 2.8076 -1.2618 1.0806 0.21 -0.49 -0.15
H -3.3553 0.4195 0.6734 0.78 0.06 -0.55
H 0.9590 -0.9364 4.0791 0.25 0.88 0.11
H -0.3902 -1.9709 -3.3557 -1.75 1.34 -0.54
H 0.5156 3.5144 -3.1586 0.11 0.24 -0.21
H -2.2808 0.8565 1.8914 0.46 0.05 0.59
H -2.7274 3.0615 0.7992 0.41 -1.39 -0.07
H -2.4834 3.3663 -1.5110 0.58 1.32 -0.58
H -3.1201 -1.7011 -2.5832 -0.06 -0.19 1.39
```
Positions in Å, forces in eV/Å.

* frontier orbital gap: 0.298 Ha
* highest occupied orbital energy: -7.90 eV
* LUMO energy: 0.2 eV
* energy above the lowest of the compared OMol25 structures with the same formula, charge and spin: 63.2 kcal/mol
* maximum force: 0.0563 Eh/bohr
* total energy: -1247.69657 Eh

Want to see where the charge sits? The Löwdin charges in e are:
1 O -0.034
2 O -0.059
3 O -0.043
4 O -0.132
5 O -0.051
6 O -0.052
7 O -0.131
8 O -0.065
9 O -0.090
10 O -0.072
11 O -0.047
12 O -0.055
13 N 0.104
14 C -0.047
15 C -0.091
16 C -0.228
17 C -0.351
18 C -0.229
19 C -0.113
20 C -0.237
21 H 0.050
22 H 0.015
23 H 0.009
24 H 0.060
25 H 0.014
26 H 0.080
27 H 0.009
28 H 0.036
29 H 0.072
30 H 0.030
31 H 0.057
32 H 0.072
33 H 0.122
34 H -0.012
35 H 0.079
36 H 0.033
37 H -0.001
38 H 0.032
39 H 0.109
40 H 0.063
41 H 0.070
42 H 0.023
43 H 0.047
44 H 0.065
45 H 0.084
46 H 0.103
47 H 0.082
48 H 0.029
49 H 0.014
50 H 0.018
51 H 0.059
52 H 0.121
53 H 0.018
54 H 0.043
55 H 0.008
56 H 0.089
57 H 0.123
58 H 0.047
59 H 0.052


No. 3
ORCA calculation (wB97M-V/def2-TZVPD) on a 2-piece molecular cluster, C2H5NO2 overall.

The geometry in XYZ format:
```
10
Properties=species:S:1:pos:R:3:forces:R:3
O -1.2325 -1.5266 -0.9933 0.32 0.05 -0.18
O 1.1073 1.3115 -0.4750 0.07 0.28 0.14
N 1.3997 0.7872 1.7151 0.32 -0.09 0.16
C -2.3311 -1.0713 -0.8769 -0.37 0.10 0.02
C 0.9812 0.5336 0.4434 -0.24 0.02 -0.78
H 2.0104 1.5873 1.7931 -0.04 0.05 0.00
H -2.7236 -0.2077 -1.4360 0.33 0.13 -0.25
H -3.0506 -1.5001 -0.1818 -0.32 -0.30 0.41
H 1.6483 0.0160 2.3147 -0.25 -0.05 -0.05
H 0.4484 -0.4086 0.2497 0.17 -0.18 0.53
```
Positions in Å, forces in eV/Å.

* frontier orbital gap: 0.389 Ha
* highest occupied orbital energy: -9.85 eV
* LUMO energy: 0.7 eV
* energy above the lowest of the compared OMol25 structures with the same formula, charge and spin: 32.1 kcal/mol
* SMILES: NC=O.C=O
* maximum force: 0.0159 Eh/bohr
* total energy: -284.41618 Eh

Want to see where the charge sits? The Löwdin charges in e are:
1 O -0.007
2 O 0.010
3 N 0.106
4 C -0.136
5 C -0.422
6 H 0.099
7 H 0.085
8 H 0.073
9 H 0.090
10 H 0.101